# 1
{"formula": "C4H9NO", "method": "the ωB97M-V functional and the def2-TZVPD basis", "energy_ha": -287.6551, "de_lowest_ev": 4.827, "orbital_gap_ev": [8.50, 8.20], "largest_force_ha_per_bohr": 0.064, "molar_mass_g_mol": 87.12, "elements": ["C", "C", "C", "C", "O", "N", "H", "H", "H", "H", "H", "H", "H", "H", "H"], "positions_angstrom": [[0.92, 0.65, -0.34], [-1.60, 1.10, 0.29], [0.71, -1.91, -0.12], [0.07, -0.57, -0.35], [1.62, 1.26, 0.66], [-0.63, 0.08, 0.65], [1.07, 1.29, 1.45], [1.18, 1.06, -1.31], [-0.28, -0.38, -1.42], [-2.48, 0.99, 0.94], [-1.93, 1.03, -0.76], [-1.25, 2.13, 0.47], [1.38, -2.17, -0.95], [1.30, -1.91, 0.80], [-0.08, -2.66, -0.03]]}

=====

# 2
{"formula": "C4H9NO", "method": "the ωB97M-V functional and the def2-TZVPD basis", "energy_ha": -287.6315, "de_lowest_ev": 5.469, "orbital_gap_ev": 8.68, "largest_force_ha_per_bohr": 0.006, "molar_mass_g_mol": 87.12, "elements": ["C", "C", "C", "N", "C", "O", "H", "H", "H", "H", "H", "H", "H", "H", "H"], "positions_angstrom": [[0.93, 1.35, 0.26], [-0.20, 0.40, -0.09], [-0.22, -0.04, -1.55], [-0.12, -0.81, 0.75], [-1.37, -1.59, 1.04], [-0.65, -0.69, 2.03], [0.83, 2.28, -0.31], [1.90, 0.92, 0.02], [0.91, 1.60, 1.33], [-1.17, 0.82, 0.18], [-1.03, -0.75, -1.70], [0.73, -0.50, -1.84], [-0.38, 0.83, -2.19], [0.80, -1.24, 0.78], [-0.96, -2.59, 1.28]]}

=====

# 3
{"formula": "C4H9NO", "method": "the ωB97M-V functional and the def2-TZVPD basis", "energy_ha": -287.8106, "de_lowest_ev": 0.595, "smiles": "CCCNC=O", "orbital_gap_ev": 10.60, "largest_force_ha_per_bohr": 0.009, "molar_mass_g_mol": 87.12, "elements": ["C", "C", "C", "N", "C", "O", "H", "H", "H", "H", "H", "H", "H", "H", "H"], "positions_angstrom": [[1.23, -0.99, -0.89], [0.41, 0.30, -0.93], [0.30, 0.99, 0.44], [-0.64, 0.26, 1.29], [-1.88, -0.07, 0.86], [-2.41, 0.34, -0.15], [1.06, -1.58, -1.80], [2.30, -0.80, -0.80], [0.92, -1.61, -0.04], [-0.61, 0.09, -1.23], [0.80, 1.00, -1.68], [-0.03, 2.03, 0.32], [1.27, 1.02, 0.96], [-0.32, -0.18, 2.14], [-2.39, -0.80, 1.53]]}